Record 1
DFT (ωB97M-V with the def2-TZVPD basis set) results for 14 unconnected molecules or ions with the total composition C34H49F3IN14 in a non-equilibrium geometry.

Summary:
total charge: +1
E: -2688.3429 a.u.
gap between HOMO and LUMO: 7.46 eV
highest occupied orbital energy: -11.110 eV
largest force on an atom: 2.6 eV Å⁻¹

Each line ends with the Mulliken charge.
Cartesian coordinates (Å):
C: -6.5785 0.5638 -1.6252  -0.7615
C: 2.9007 -6.1679 -0.7545  -0.8618
H: 3.4731 5.1068 2.2235  0.2951
N: -9.3948 -2.2742 -7.7108  -0.3326
H: -6.0511 1.5022 -1.4663  0.2628
H: -7.6309 0.7717 -1.8073  0.3018
H: 5.5914 -2.4594 -1.6653  0.2363
C: 1.6242 -1.4900 1.2303  0.6620
C: -0.6772 0.4936 1.7379  0.6515
N: 0.1563 1.3955 6.4780  -0.4987
C: -2.6959 -0.4967 6.9679  -0.4348
H: 2.3673 -10.9659 -0.7931  0.2789
C: 3.5248 -9.5617 0.2559  0.4359
C: -1.3056 6.6675 -6.9254  0.4463
H: -3.0211 -1.9422 -2.1176  0.2220
H: -3.1431 0.2572 6.3230  0.2607
H: 3.1537 -11.5863 0.6703  0.3136
C: 2.1329 -0.2907 6.6818  -0.8733
H: -0.0252 1.6512 -6.1394  0.3605
H: 3.7523 -5.8890 -0.1392  0.2643
H: -8.6573 -2.8256 -4.7032  0.2655
H: -1.6755 -1.3199 2.2555  0.5262
C: 1.6553 -5.9122 -0.0264  0.4382
H: 1.7406 -10.5229 0.8063  0.2745
H: -6.4847 -0.0551 -0.7342  0.2741
C: 2.6419 -10.7315 0.2334  -0.8522
N: 3.3494 3.0492 4.6118  -0.4944
C: -6.0055 -0.1366 -2.7789  0.4611
H: 0.3135 5.8999 -5.8293  0.1637
N: 0.6890 -5.7010 0.5428  -0.4545
H: 5.1246 5.5134 8.0846  0.2641
H: -3.9688 3.5529 -8.2813  0.2931
C: -8.0035 -2.5336 -5.5231  -0.5449
C: -8.7862 -2.3877 -6.7539  0.2295
H: 2.9148 -5.5840 -1.6743  0.3165
C: -3.6545 -0.8996 8.0006  0.1023
C: 5.7786 -1.5558 -1.0890  -0.3448
C: -2.8926 3.6840 -8.1854  -0.6542
C: -3.8761 -2.1061 -0.1984  0.4823
H: 0.4842 -2.0047 2.9967  0.4189
C: 5.8756 6.4523 6.3617  0.3325
C: 1.0198 0.6560 6.5551  0.5205
H: 1.5964 2.1604 0.3140  0.3380
H: -7.2402 -3.2968 -5.6591  0.2568
H: -2.4711 3.9005 -9.1644  0.2911
H: 5.0172 -1.4593 -0.3216  -0.1207
C: -0.8867 -1.0262 1.5640  -0.7222
N: -3.9468 -1.7859 0.8939  -0.4801
F: 3.2750 -2.7148 2.3096  -0.2497
H: 0.3763 0.5470 3.8208  0.4613
C: -2.2950 2.4589 -7.6456  0.3994
C: 2.6859 -2.3262 1.2434  0.1972
C: 0.6582 2.3088 -5.6044  -0.8420
H: -1.6435 0.8398 2.1432  0.5711
H: 2.9739 -7.2187 -0.9992  0.2773
H: 5.0765 5.1138 2.9805  0.2999
H: 3.0083 0.1022 6.1669  0.2972
C: -0.0748 3.0505 -4.5770  0.4136
C: 0.2824 0.9401 2.8084  -1.0168
H: 1.7196 2.2545 2.9455  0.1300
C: -0.4727 1.4459 0.5359  -1.0754
N: -1.8408 1.5014 -7.2228  -0.4871
H: -2.4181 -1.3615 6.3669  0.2428
C: 0.3349 -1.8975 1.9144  -0.9912
H: 3.7504 6.0341 3.7114  0.2947
H: 2.3718 -0.4369 7.7332  0.3587
H: -3.5388 -3.5775 -1.6671  0.3454
H: -1.1117 6.3136 -4.8628  0.2691
N: -5.5594 -0.6816 -3.6764  -0.4806
I: -0.4404 0.6767 -1.4553  0.1317
F: 1.7950 -0.3120 0.5901  -0.2673
H: 6.8182 5.1452 7.7097  0.2791
F: 3.1533 -2.8375 0.1509  -0.1786
N: 5.7076 0.5283 -2.6516  -0.3609
C: -0.4944 6.6173 -5.7055  -0.7515
C: 0.7365 2.3165 0.9672  -0.5998
H: 1.1101 3.0036 -6.3106  0.2857
H: -2.6945 4.5180 -7.5235  0.0568
H: -1.8041 -0.0825 7.4315  0.1360
H: 6.7557 -1.6312 -0.6158  0.3276
N: -1.9358 6.7065 -7.8752  -0.4302
N: -4.3989 -1.2128 8.8043  -0.3140
H: 5.5182 4.4165 6.7475  0.2167
H: -1.2855 2.1621 0.4844  0.5947
H: -0.0719 7.6003 -5.5061  0.3358
C: 5.7385 -0.3848 -1.9702  0.2597
C: 3.6354 3.9529 3.9740  0.4882
H: 1.8566 -1.2481 6.2426  0.2768
C: 5.8314 5.3113 7.2825  -0.7071
H: 0.4841 3.3727 0.8900  0.3774
N: 4.2132 -8.6524 0.2733  -0.4142
H: -7.5216 -1.5901 -5.2766  0.1123
H: 0.1051 -2.9052 1.5649  0.4348
H: -4.7422 -2.3524 -2.0994  0.1795
H: -1.2683 -1.2985 0.5870  -0.0374
N: 0.9989 1.8747 2.3273  0.4272
N: -0.6457 3.6288 -3.7756  -0.4390
N: 5.9043 7.3336 5.6390  -0.3787
C: 4.0056 5.1231 3.1728  -0.8497
H: 1.4441 1.7133 -5.1409  0.3122
C: -3.7900 -2.5199 -1.6067  -0.7287


Record 2
DFT (ωB97M-V with the def2-TZVPD basis set) results for a molecular structure, C34H49F3N3OP2Ti in a non-equilibrium geometry.

Summary:
total charge: +1
E: -3396.1179 a.u.
gap between HOMO and LUMO (spin up / spin down): 6.51 / 6.87 eV
highest occupied orbital energy (spin up / spin down): -8.821 / -9.323 eV
⟨S²⟩: 2.0088
2S+1: 3
largest force on an atom: 3.0 eV Å⁻¹

Each line ends with the Löwdin spin population.
Cartesian coordinates (Å):
C: 10.0213 9.3028 15.0056  -0.0009
C: 11.4884 13.1970 15.4379  0.0050
C: 10.8138 12.1245 14.9094  0.0021
C: 11.2778 11.5037 13.7395  0.0081
H: 10.0737 13.1199 9.0645  0.0016
F: 6.0768 16.4686 11.4970  0.0006
H: 8.5450 6.6622 10.9738  -0.0005
C: 5.7678 8.7344 11.1562  0.0017
H: 13.2155 9.0086 7.2758  0.0001
H: 7.5882 7.5478 8.7964  0.0000
H: 13.6099 8.7051 10.3076  0.0000
H: 8.9391 11.9404 6.7276  0.0005
H: 7.4146 7.1749 13.1509  0.0001
H: 14.9041 9.9739 12.8499  -0.0007
C: 11.1646 9.2665 5.6991  0.0007
H: 16.0881 11.5856 11.6191  0.0000
C: 13.5682 13.3474 9.9996  0.0061
H: 13.1922 14.5547 15.5286  0.0002
C: 10.4820 10.6126 7.6366  0.0138
C: 8.6921 14.6537 9.7172  -0.0026
H: 11.0063 13.6646 16.3144  0.0002
H: 13.6730 7.9141 13.6060  0.0000
H: 5.6440 8.6957 12.2395  0.0001
H: 6.8777 9.6753 9.5774  0.0004
H: 7.2201 11.8159 10.6261  0.0018
H: 9.7223 8.0829 16.6741  0.0001
F: 8.0304 17.3084 11.3077  0.0023
H: 9.1909 8.0861 8.3118  0.0004
H: 5.8888 7.7570 10.7157  0.0000
H: 10.9397 6.4338 10.1977  0.0001
H: 12.8084 10.1303 8.5089  0.0005
C: 12.7273 13.7263 15.0126  0.0039
C: 9.0613 7.4932 10.4121  0.0004
C: 9.4765 13.5269 9.8766  0.0277
H: 13.3750 10.7315 6.8153  0.0004
H: 12.2999 8.3875 12.6239  0.0001
C: 8.7929 8.8522 12.9414  0.0047
C: 15.6352 12.4118 11.1178  0.0011
N: 11.4340 9.8815 6.9802  0.0082
H: 14.7676 7.8289 11.2261  0.0000
C: 8.8238 13.3027 12.0611  0.0277
C: 12.7852 9.9720 7.4409  0.0009
H: 12.5829 13.2633 9.5059  0.0033
H: 14.2335 13.8025 9.2481  0.0002
C: 14.0343 9.6352 12.2555  -0.0052
C: 6.8875 9.6505 10.6830  0.0101
H: 15.2932 9.3583 10.5099  0.0000
H: 5.5133 11.3354 11.1371  0.0000
C: 13.1257 8.8012 13.1811  0.0001
H: 8.8458 6.3400 8.6020  0.0001
C: 12.5299 12.0092 13.2561  0.0119
N: 10.5483 10.5713 13.0145  0.0052
C: 8.6627 7.3516 8.9385  0.0008
H: 7.8927 6.7010 15.3945  -0.0001
H: 8.7977 12.6597 12.9400  0.0009
H: 10.8278 9.8416 15.5036  0.0000
C: 9.0717 10.9204 7.1336  0.0022
H: 10.7670 7.2974 11.6836  0.0003
H: 6.8603 11.1761 12.2736  0.0003
C: 10.5854 7.3649 10.5846  0.0022
H: 8.6257 10.2457 6.3607  0.0000
N: 9.5276 12.8413 11.0513  0.0193
C: 14.2107 12.0899 10.6083  0.0060
H: 8.4704 10.8508 8.0552  0.0017
C: 9.7586 9.6075 13.6712  0.0047
H: 15.6354 13.2256 11.7998  0.0000
O: 10.7750 11.1118 8.7585  0.0282
H: 8.6514 15.1384 8.7565  -0.0007
H: 9.8904 11.7983 15.4145  0.0000
H: 13.4076 14.0755 10.7943  0.0001
H: 16.2380 12.7160 10.2926  0.0004
H: 12.7347 9.4498 14.0054  0.0000
H: 4.7962 9.0614 10.7439  0.0005
P: 8.6501 9.1947 11.1303  0.0374
P: 13.0284 11.1647 11.7246  0.0222
H: 11.2578 8.1814 5.7461  0.0003
C: 8.0225 14.4630 11.9931  -0.0050
H: 11.1001 8.1403 10.0493  0.0012
H: 14.2829 11.3389 9.8555  0.0000
C: 8.1479 7.8190 13.6251  0.0007
H: 14.1009 13.4827 13.3993  0.0001
F: 6.8557 16.8876 9.5371  0.0003
C: 8.4745 7.4765 14.9328  -0.0010
H: 7.3631 14.7411 12.8179  -0.0007
C: 13.2194 13.1122 13.8621  0.0047
C: 14.4614 8.8344 11.0346  -0.0001
H: 11.8643 9.6292 4.9345  0.0002
H: 10.1509 9.4694 5.3891  0.0000
C: 6.6013 11.1003 11.2165  0.0036
C: 7.9441 15.1285 10.7879  0.0242
C: 7.1902 16.4633 10.7500  0.0023
Ti: 10.6081 10.9306 10.9160  1.6994
C: 9.3873 8.3013 15.6664  0.0007


Record 3
DFT (ωB97M-V with the def2-TZVPD basis set) results for a molecular structure, C34H49N7NiO3P2STe in a non-equilibrium geometry.

Summary:
E: -4791.4163 a.u.
gap between HOMO and LUMO (spin up / spin down): 6.74 / 6.75 eV
highest occupied orbital energy (spin up / spin down): -6.233 / -6.238 eV
relative energy (zero: lowest compared OMol25 entry of this formula, charge and spin): 0.000 eV
largest force on an atom: 1.1 eV Å⁻¹

Each line ends with the Mulliken charge.
Cartesian coordinates (Å):
C: 2.3133 -0.8722 -2.8240  0.4416
H: 3.4977 1.6347 4.4959  0.3628
H: -2.9857 1.9896 1.4123  0.1365
C: 1.8195 -4.9470 -1.6399  -1.5996
H: 3.4557 -0.3535 -0.0745  0.2235
N: -1.3399 -1.1000 -0.5976  -0.2610
C: 3.0674 -3.1453 -2.8519  -0.8260
H: -0.5200 6.1445 1.0467  0.2855
C: -4.1649 -0.2577 1.6481  -1.2059
H: 4.1597 3.1715 -0.5530  -0.0293
N: -0.6015 4.2754 0.0580  0.9928
C: -0.7162 3.6295 3.2720  -1.1809
C: -1.5913 4.5588 -0.9750  -0.9302
H: -0.0352 -3.9854 -0.7705  0.2335
H: 0.5282 1.3702 4.2953  0.2384
H: -3.0033 2.2091 3.1645  0.3820
S: 2.7713 4.6273 -2.6385  -0.1652
C: 3.7192 2.4375 -3.4871  -0.4137
N: -2.1776 -3.2595 -0.1943  0.2463
C: -1.1807 -2.3834 -0.5978  0.4359
H: -6.1005 0.4716 1.0809  0.4243
P: -0.4983 2.7964 0.7288  -0.3509
H: 1.7745 -5.0570 -0.5517  0.3862
C: -3.5389 -0.1679 -1.0363  -0.3561
H: 1.6413 0.0167 4.5795  0.4519
Ni: 0.1689 0.2556 -1.1087  -0.3232
C: 1.1488 0.6109 3.8067  -0.6184
C: 1.0861 -2.5061 -1.6620  0.6515
H: -3.2661 -0.1337 -2.0841  0.5723
C: 2.5405 2.9723 -3.0462  0.0303
H: 4.0360 -1.5457 -3.9092  0.4398
C: 4.4368 4.6008 -3.0480  -0.5853
H: -1.9452 -0.4757 3.1553  0.6416
C: 0.1353 5.4298 0.5403  -0.9974
C: 4.8048 3.3647 -3.4841  -0.5643
H: 2.4515 0.1432 -3.1573  -0.5416
Te: 0.6118 2.1711 -2.8182  -0.1537
N: 2.1645 1.2129 2.9529  0.2924
H: -0.8525 -0.9588 1.8415  -0.2580
H: 3.7780 -3.9035 -3.1607  0.3329
C: 1.2314 -1.1573 -1.9827  0.1945
N: 3.3102 1.6409 0.5900  0.6929
H: 5.8068 3.1206 -3.8088  0.3766
H: 0.9126 -5.3962 -2.0568  0.2903
H: 0.6092 5.9335 -0.3073  0.3302
N: -1.1900 2.7112 2.2440  0.7537
C: 3.0389 2.1410 3.6441  -0.8995
C: 3.2174 -1.8274 -3.2570  -1.0748
C: -2.8891 -0.6448 1.2402  2.4521
H: -2.7602 -4.7511 1.9727  0.2658
C: -3.1966 -5.4305 -0.0218  0.6423
O: 1.1740 0.1163 0.8571  -0.7303
H: -4.4035 -0.2838 2.7061  0.5142
H: 3.8112 1.4143 -3.8230  0.6407
O: 1.0540 2.6835 1.0985  0.8938
H: -2.9506 -2.8192 0.2823  0.4363
H: 3.2615 3.7331 0.8524  0.1338
N: -0.0221 -2.9914 -0.9197  -0.1000
H: -2.0483 3.6369 -1.3201  0.1480
H: 0.9241 5.1285 1.2264  0.1511
H: -1.1008 5.0260 -1.8302  0.3072
C: -2.6532 2.6339 2.2219  -1.0242
C: 4.0062 0.5812 -0.1373  -0.6056
H: -1.0158 3.2519 4.2514  0.4193
H: 2.4972 3.0161 4.0253  0.2447
H: -1.9833 -2.1243 2.5333  0.3430
C: -2.5960 -0.6292 -0.1243  -1.3333
H: 3.8373 2.4821 2.9900  0.2206
H: 4.8613 2.9872 1.0657  0.3505
H: -1.5767 -4.0918 -2.6956  0.5691
H: -2.1275 -6.2907 -3.6477  0.4209
H: -3.1064 3.6267 2.1030  0.3392
H: 0.5081 -0.0412 3.2219  -0.1513
H: -2.3680 5.2286 -0.5911  0.2849
C: -2.4710 -4.5118 -0.7885  -0.0132
H: -4.0836 -7.3696 -0.0008  0.3718
C: -2.4228 -6.0597 -2.6325  -0.8664
H: 5.0084 0.4396 0.2771  0.3588
C: -2.1024 -4.8225 -2.0947  -0.0305
C: -3.5214 -6.6550 -0.5904  -0.7000
H: -4.3540 -4.2783 1.3969  0.2977
H: 2.6620 -5.5420 -1.9886  0.3902
H: -5.5195 0.5889 -1.3325  0.4373
H: 0.3708 3.7029 3.2541  0.1785
H: -1.1401 4.6350 3.1566  0.2690
C: -3.1333 -6.9826 -1.8815  -0.7227
C: -1.8573 -1.0752 2.2472  -1.1189
C: -3.6148 -5.0850 1.3808  -1.3933
C: 3.9303 2.9558 0.4908  -0.5952
C: -4.7935 0.2362 -0.6115  -0.9887
H: 4.0859 0.8594 -1.1868  -0.0219
P: 1.9089 1.3194 1.3302  -0.3246
O: -1.0872 1.7259 -0.1234  -0.5720
H: -4.0611 -5.9473 1.8730  0.4153
H: -3.3904 -7.9470 -2.2983  0.3936
C: -5.1174 0.1749 0.7392  -0.6784
C: 1.9941 -3.5073 -2.0586  1.1714
H: 5.0428 5.4891 -2.9689  0.4043


Record 4
DFT (ωB97M-V with the def2-TZVPD basis set) results for a molecular structure, C34H50CeCl2N3OP3 in a non-equilibrium geometry.

Summary:
total charge: +2
E: -3983.9677 a.u.
gap between HOMO and LUMO: 3.85 eV
highest occupied orbital energy: -11.085 eV
largest force on an atom: 8.6 eV Å⁻¹

Each line ends with the Mulliken charge.
Cartesian coordinates (Å):
H: 4.4229 0.6595 -2.8909  0.4108
C: -3.9906 2.9299 2.2834  -0.5747
H: 2.9459 -0.2599 -1.6898  0.0596
H: -0.9042 -4.5832 3.6623  0.5170
H: -3.2027 3.8438 -5.5331  0.4191
C: 2.1223 3.9957 2.0647  -1.3402
C: 3.3056 -4.0526 -1.4277  -0.9218
H: -0.6427 2.3984 4.2574  0.3874
H: -0.7815 -1.5158 -0.5590  0.6782
H: 1.4487 4.2562 1.2403  0.3510
C: -6.3729 -1.2847 -2.3932  -0.6451
H: 0.5991 -1.5124 4.3935  0.3401
H: -2.7068 -3.4160 2.9729  0.5538
P: -3.6218 1.2801 -1.9513  -0.1147
H: -5.8372 0.3359 -1.0614  0.3540
N: 2.9760 -1.2232 -1.3437  -0.4773
H: 1.9882 1.5921 5.1039  0.4082
H: 0.7746 2.9860 -4.0450  0.3943
C: -2.3127 -2.6704 2.2758  -1.3076
H: 2.5551 -3.6813 -2.1305  0.3870
C: 6.4684 -1.5925 -2.4758  -1.1282
C: -3.7439 0.9069 0.9310  -0.1907
O: 0.2157 2.4887 0.1143  -0.6618
H: -0.8262 3.5982 2.9422  0.2847
C: -3.5914 -1.5150 -2.9088  -0.6822
H: 6.0903 0.8771 -2.2907  0.4172
H: 0.8770 -4.1773 3.5745  0.3758
H: 2.8937 0.0768 2.5348  0.0315
N: 4.3935 -3.0944 -1.2989  0.1676
H: 6.1244 -4.2916 -1.1881  0.3181
C: -0.3103 2.8365 -3.9786  -0.5593
C: 2.5308 2.1914 4.3570  -1.3347
C: -0.0798 -4.2091 3.0396  -1.3124
P: -0.5376 -2.5163 2.5435  1.2042
C: 4.1900 -1.7457 -1.5323  0.7764
H: 6.9143 -0.8819 -3.1824  0.4738
P: 1.4185 2.6623 3.0352  1.4768
H: -4.1667 -3.2197 -4.1081  0.3889
H: -7.4336 -1.1593 -2.2005  0.4034
H: -2.8409 -1.7266 2.4331  0.2072
C: 5.5510 -3.5847 -0.5692  -1.1999
C: -3.0692 2.4486 -3.9431  -0.5932
H: -0.5700 2.5410 -0.4817  0.0786
C: -4.0156 1.5312 2.1644  -0.5564
H: -3.7360 -0.1857 0.8720  0.6376
C: -1.1353 3.5239 -4.8777  -0.6098
H: -4.2674 3.4082 3.2291  0.4401
H: -0.1639 1.4305 -2.3271  0.2839
C: -4.1160 -0.4193 -2.1530  1.0689
C: -3.2487 3.0994 -0.0100  -0.6916
N: 5.2681 -0.9980 -1.8968  0.1435
C: 0.0039 0.0387 0.4359  -0.6663
H: 4.7133 0.8775 -1.1518  0.3337
H: -6.5996 -2.9166 -3.7619  0.4138
C: -5.4898 -0.4286 -1.7604  -0.6571
H: -1.0338 -2.1249 4.8554  0.5126
C: -2.2532 1.8065 -2.9725  0.8921
C: 1.1984 1.2203 1.9787  0.2943
H: 2.2795 4.8737 2.6997  0.4800
H: 3.3717 1.6128 3.9495  0.4362
H: -1.0218 1.4314 1.5823  -0.3695
C: 5.1154 0.4361 -2.0694  -1.2074
C: -0.8429 1.9704 -2.9936  0.0425
H: -0.7155 4.2084 -5.6140  0.3803
H: -2.8899 3.7029 -0.8408  0.4610
C: -0.1498 3.2188 3.7200  -1.1717
C: -3.4889 1.7131 -0.2165  0.2813
Cl: 0.2313 -3.9622 -0.5405  -0.3924
H: -0.8505 -0.5806 3.9481  0.2032
Cl: 3.4392 -3.1319 2.5091  -0.3851
H: 7.2327 -1.8189 -1.7200  0.3106
C: -0.1416 -1.2903 0.3182  -0.4866
H: 3.6929 -5.0165 -1.7839  0.3956
H: 6.2326 -2.5166 -3.0133  0.3618
C: -3.5864 3.7049 1.1953  -0.8520
H: 5.2184 -4.0993 0.3434  0.3570
C: -2.5227 3.3338 -4.8573  -0.6496
H: 2.8406 -4.2604 -0.4407  0.2484
C: -0.0205 1.3415 1.0336  1.7688
C: -5.8957 -2.2629 -3.2667  -0.4754
H: 0.0395 4.0293 4.4374  0.4830
H: -3.5544 4.7941 1.2715  0.4667
C: 1.9631 0.0975 1.9319  -0.8045
H: -4.2697 0.9284 3.0450  0.4426
H: 3.0910 3.6884 1.6532  0.4097
H: -2.5096 -1.6589 -3.0278  0.4302
H: 6.1963 -2.7623 -0.2513  0.4091
H: -2.5143 -3.0074 1.2571  0.3667
C: -0.4520 -1.5907 4.0946  -1.2266
C: -4.5195 -2.4017 -3.4729  -0.5398
H: 2.9105 3.1051 4.8370  0.4381
H: -4.1543 2.2797 -3.8805  0.3470
Ce: 1.8072 -2.1336 0.8174  0.0368
H: 0.0503 -4.8304 2.1450  0.3440


Question: What is the E in the second record?
Answer: -3396.1179 a.u.


Question: Look up the largest force on an atom of the fourth one.
Answer: 8.6 eV Å⁻¹


Question: What is the E in the fourth record?
Answer: -3983.9677 a.u.


Question: Look up the largest force on an atom of the second one.
Answer: 3.0 eV Å⁻¹